Record 1
The following is a DFT calculation (ωB97M-V/def2-TZVPD) of 13 unconnected molecules or ions with the total composition C5H36N2O13 in a non-equilibrium geometry.

```
56
Properties=species:S:1:pos:R:3:forces:R:3:lowdin_charge:R:1
C 0.8405 0.9706 0.7007 0.72 0.71 0.13 -0.19
O 2.1949 1.5046 0.8234 -0.06 -0.09 0.22 -0.14
C -0.1319 2.1462 0.5652 -0.60 -0.17 -0.11 -0.13
C -0.8012 2.3327 -0.8220 0.27 0.28 -0.12 -0.13
C -1.3655 1.0550 -1.3685 0.15 0.21 -0.30 -0.37
C -0.7022 0.3158 -2.2750 0.08 -0.06 0.18 -0.16
N -1.0867 -1.0472 -2.5730 -0.04 -0.01 -0.12 0.02
N -2.5879 0.7049 -0.8622 -0.46 -0.60 0.31 0.15
H 0.6353 0.4320 1.6282 -0.15 -0.24 -0.19 0.09
H 0.8238 0.3105 -0.1643 -0.25 -0.12 0.04 0.10
H 2.8597 0.8048 0.6269 -0.40 0.06 0.05 0.07
H 0.3861 3.0758 0.8107 0.06 -0.10 0.08 0.12
H -0.9291 2.0228 1.3062 0.09 0.00 0.02 0.11
H -0.0717 2.7717 -1.4968 0.15 -0.24 -0.21 0.09
H -1.5961 3.0829 -0.7474 0.00 -0.15 0.18 0.12
H 0.1211 0.7506 -2.8252 0.24 -0.13 0.20 0.08
H -0.5961 -1.3876 -3.3904 -0.12 0.04 -0.08 0.09
H -0.8367 -1.6840 -1.8124 -0.07 0.26 -0.08 0.07
H -2.9395 -0.2231 -1.0677 0.16 0.22 0.03 0.05
H -2.8206 0.9569 0.0866 0.06 0.08 0.11 0.08
H 2.7855 1.5592 -2.0335 -0.18 0.58 -0.07 0.02
H 2.4304 2.3690 -0.8027 -0.04 0.30 -0.34 0.01
O 2.5043 2.4692 -1.7700 0.24 -0.60 0.04 -0.08
H -3.6699 -2.3061 -0.9318 0.06 -0.03 0.51 0.02
H -2.3951 -2.4157 -0.0451 -0.38 -0.05 0.06 0.00
O -3.3681 -2.3908 0.0052 0.03 -0.16 -0.69 -0.09
H 1.4329 3.0571 -3.3763 -0.15 0.08 -0.01 0.00
H 0.1186 2.5042 -3.9393 0.20 0.35 -0.08 0.01
O 0.7499 3.2316 -4.0490 -0.07 -0.37 0.16 -0.08
H -1.7047 -2.1996 3.7118 0.04 -0.02 0.16 0.09
H -0.4724 -1.2569 3.3791 -0.45 -0.35 0.16 0.04
O -1.3098 -1.6509 3.0304 0.72 0.25 -0.12 -0.05
H -0.7012 -3.6886 0.6658 -0.12 0.38 0.22 0.09
H -0.8976 -2.3188 1.4697 -0.22 -0.62 -0.29 0.03
O -0.6708 -2.7220 0.5896 0.28 0.13 0.08 -0.07
H -2.9466 -1.3546 -2.8190 -0.36 -0.06 -0.08 0.01
H -4.5432 -1.1841 -2.9544 0.39 0.01 0.01 0.06
O -3.8334 -1.7614 -2.6458 0.02 -0.03 -0.06 -0.09
H 1.5884 0.0224 3.7889 -0.22 -0.05 -0.12 0.04
H 1.6111 -1.2471 4.6258 0.38 -0.66 1.01 0.07
O 1.2171 -0.9047 3.8418 -0.12 0.97 -0.75 -0.06
H 2.9715 -1.4087 0.7012 0.10 0.09 -0.10 0.03
H 4.4790 -1.1053 0.3963 0.07 0.08 0.00 0.09
O 3.5912 -0.7720 0.2347 0.09 -0.34 0.43 -0.07
H -2.6950 -0.7137 2.3157 -0.43 0.31 -0.09 -0.02
H -3.6945 -1.1211 1.2469 0.03 0.41 0.20 0.00
O -3.5124 -0.3987 1.8897 0.16 -0.30 -0.09 -0.10
H 1.9729 -0.4972 -2.2629 0.13 0.06 -0.06 0.03
H 3.2454 -0.5284 -1.4008 -0.05 -0.06 -0.05 0.00
O 2.9042 -0.2392 -2.2678 -0.24 -0.10 -0.30 -0.06
H 1.7287 -1.7829 2.3715 0.01 -0.42 -0.45 0.02
H 1.0254 -2.4025 1.1023 0.49 0.01 0.15 0.02
O 1.8996 -2.2940 1.5436 -0.28 0.29 0.21 -0.07
H 2.3134 1.6391 2.5360 0.08 0.12 0.32 0.03
H 1.8534 2.3617 3.8512 0.21 -0.41 -0.15 0.08
O 2.2764 1.5495 3.5267 -0.27 0.28 -0.17 -0.06
```
Forces are in eV/Å.

Results
LUMO level (eV): -0.2
Charge: 0
Frontier orbital gap (eV): 7.46
Energy above the lowest of the compared OMol25 structures with the same formula, charge and spin (kcal per mole): 36.0

---

Record 2
The following is a DFT calculation (ωB97M-V/def2-TZVPD) of CH3O4P in the gas phase in a non-equilibrium geometry.

```
9
Properties=species:S:1:pos:R:3:forces:R:3:lowdin_charge:R:1
O -0.8095 1.6910 0.8795 -0.09 0.01 1.58 -0.34
P -0.3821 0.9863 -0.4879 -1.31 -0.65 -2.76 0.83
O 0.4024 -0.4857 -0.1847 2.39 0.86 0.99 -0.32
C 1.7809 -0.2276 0.1791 -2.77 0.95 -0.34 -0.42
O 2.4468 0.8619 -0.3549 0.10 -0.77 -0.62 0.03
O 1.9561 0.8703 1.0230 0.12 -0.69 0.53 0.01
H -0.0694 2.1952 1.2789 -0.58 -0.37 -0.49 0.06
H -1.7047 0.2602 -0.8632 1.68 0.94 1.00 0.00
H 2.2813 -1.1560 0.3529 0.47 -0.27 0.12 0.16
```
Forces are in eV/Å.

Results
LUMO level (eV): 0.7
Charge: 0
SMILES string: OPOC1OO1
Frontier orbital gap (eV): 9.66
Energy above the lowest of the compared OMol25 structures with the same formula, charge and spin (kcal per mole): 121.6

---

Record 3
The following is a DFT calculation (ωB97M-V/def2-TZVPD) of C13H16N4OS in the gas phase.

```
35
Properties=species:S:1:pos:R:3:forces:R:3:lowdin_charge:R:1
C 0.1301 -1.0108 4.5067 0.01 -0.12 -0.03 -0.06
C 0.2267 -1.2706 3.0323 0.08 0.00 0.05 -0.31
C -0.9163 -1.4297 2.2559 0.15 -0.01 0.00 -0.05
C -0.8268 -1.6823 0.9044 0.17 -0.08 -0.25 0.00
C 0.4173 -1.7801 0.2796 -0.16 -0.14 0.30 -0.29
O 0.3801 -2.0579 -1.0518 -0.23 0.05 0.19 -0.06
C 1.5523 -1.9803 -1.8260 0.41 0.08 -0.25 -0.26
C 2.0072 -0.5443 -2.0807 -0.60 0.05 -0.12 -0.43
S 0.6919 0.4018 -2.9243 0.37 -0.24 -0.22 0.97
C -0.1553 1.0644 -1.5366 0.14 0.05 0.36 -0.68
N 0.4855 1.0989 -0.3847 0.16 0.17 0.19 0.10
C -0.1781 1.6235 0.6520 -0.15 0.25 -0.26 -0.39
N 0.5168 1.7288 1.8193 -0.02 0.13 0.08 0.16
C -1.4781 2.1009 0.5139 -0.05 -0.02 -0.05 0.02
C -2.0446 2.0189 -0.7580 0.39 -0.21 0.30 -0.40
N -3.3233 2.4005 -1.0117 -0.19 0.12 0.01 0.13
N -1.3705 1.5022 -1.7912 -0.39 0.03 -0.40 0.09
C 1.5656 -1.6197 1.0460 0.06 -0.14 -0.32 -0.02
C 1.4597 -1.3716 2.4049 -0.18 -0.07 0.11 -0.07
H -0.8040 -0.5103 4.7530 -0.04 0.05 0.08 0.07
H 0.9617 -0.3994 4.8515 0.03 0.05 0.09 0.07
H 0.1586 -1.9529 5.0553 -0.01 0.00 0.13 0.08
H -1.8904 -1.3515 2.7175 -0.11 0.01 0.04 0.11
H -1.7117 -1.8002 0.2989 -0.11 0.00 -0.09 0.12
H 1.2799 -2.4486 -2.7762 0.11 0.01 0.15 0.12
H 2.3701 -2.5580 -1.3730 -0.11 0.01 -0.03 0.12
H 2.8788 -0.5349 -2.7317 0.07 0.00 0.02 0.08
H 2.2039 -0.0088 -1.1532 0.19 -0.07 -0.09 0.05
H -0.0180 1.8217 2.6662 0.06 -0.03 -0.01 0.10
H 1.3415 1.1532 1.8799 -0.09 -0.04 0.00 0.09
H -2.0180 2.5145 1.3496 -0.09 0.06 0.12 0.10
H -3.7880 3.0133 -0.3658 0.00 -0.02 -0.07 0.10
H -3.5861 2.4454 -1.9813 -0.01 0.04 0.02 0.10
H 2.5475 -1.6828 0.6031 0.07 0.01 -0.08 0.11
H 2.3638 -1.2529 2.9870 0.10 0.01 0.06 0.11
```
Forces are in eV/Å.

Results
LUMO level (eV): 0.8
Charge: 0
SMILES string: Cc1ccc(OCCSc2nc(N)cc(N)n2)cc1
Frontier orbital gap (eV): 8.86
Energy above the lowest of the compared OMol25 structures with the same formula, charge and spin (kcal per mole): 0.8

---

Record 4
The following is a DFT calculation (ωB97M-V/def2-TZVPD) of 2 unconnected molecules or ions with the total composition C2H8N5O2 in a non-equilibrium geometry.

```
17
Properties=species:S:1:pos:R:3:forces:R:3:lowdin_charge:R:1
C 3.2496 0.6296 -0.3600 5.49 -4.37 0.20 -0.24
C -0.6948 -0.4137 0.1654 -0.13 3.83 0.55 -0.02
N 4.0554 -0.2801 -0.5034 -1.78 -0.38 -1.02 0.02
N -1.7849 -1.0081 -0.2438 0.88 -1.52 -0.66 -0.01
N -0.8148 0.9274 0.1698 0.73 -1.38 -0.60 -0.02
N 2.3564 1.3872 -0.4686 -4.33 2.56 0.26 0.15
N -2.7465 -0.1327 -0.7063 -2.78 -0.34 0.00 0.04
O 0.0017 1.7633 0.8535 -0.09 0.68 1.18 -0.01
O 4.9937 -0.8174 0.2812 1.34 0.23 1.78 0.00
H 0.2252 -0.9133 0.4458 -0.27 -0.06 0.17 0.17
H -1.7084 -2.0352 -0.2518 -1.13 0.64 -0.81 0.19
H 5.2691 -1.7383 0.0509 -1.03 1.11 -0.76 0.14
H 0.9193 1.8929 0.4867 -0.69 -1.05 -0.68 0.07
H 2.3784 2.1959 -1.0335 0.54 1.06 -0.63 0.10
H -2.7078 0.2972 -1.6202 1.47 -0.51 -0.66 0.13
H -1.7911 1.2419 -0.0919 1.52 0.11 0.75 0.16
H -3.7072 -0.4594 -0.7120 0.24 -0.62 0.92 0.13
```
Forces are in eV/Å.

Results
LUMO level (eV): -3.3
Charge: +1
Frontier orbital gap (eV): 9.46
Energy above the lowest of the compared OMol25 structures with the same formula, charge and spin (kcal per mole): 105.1

---

Record 5
The following is a DFT calculation (ωB97M-V/def2-TZVPD) of 2 unconnected molecules or ions with the total composition C2H9N2O in a non-equilibrium geometry.

```
14
Properties=species:S:1:pos:R:3:forces:R:3:lowdin_charge:R:1
N -0.8142 0.8015 -0.9064 1.62 0.27 0.51 -0.08
C -1.5305 -0.4015 -0.6079 -0.47 0.10 -0.07 -0.44
N -2.4120 -0.2854 0.5829 0.13 -0.29 -0.21 -0.05
H -0.6893 0.9620 -1.9001 -0.31 -0.26 -0.05 0.02
H 0.2666 0.6261 -0.5203 -1.95 0.65 -0.31 -0.01
H -2.1829 -0.6790 -1.4477 0.13 -0.23 0.06 0.08
H -0.8300 -1.2119 -0.3612 -0.19 -0.16 -0.21 0.09
H -1.7857 -0.2382 1.3744 0.03 0.14 0.23 0.03
H -2.8692 0.6196 0.5437 0.11 0.09 -0.08 0.03
C 2.6118 -0.0419 0.6602 -1.66 0.21 -0.37 -0.37
O 1.5053 0.2605 -0.1103 1.36 -0.50 0.08 -0.40
H 3.3080 -0.7201 0.1375 0.38 0.12 0.01 0.03
H 3.1143 0.8868 0.9746 0.55 -0.09 0.13 0.03
H 2.3077 -0.5784 1.5807 0.26 -0.04 0.27 0.04
```
Forces are in eV/Å.

Results
LUMO level (eV): 4.6
Charge: -1
Frontier orbital gap (eV): 7.74
Energy above the lowest of the compared OMol25 structures with the same formula, charge and spin (kcal per mole): 18.0

---

Record 6
The following is a DFT calculation (ωB97M-V/def2-TZVPD) of 8 unconnected molecules or ions with the total composition C24H44Cl14F3O9PS in a non-equilibrium geometry.

```
96
Properties=species:S:1:pos:R:3:forces:R:3:lowdin_charge:R:1
C 3.4923 -4.0387 -2.7253 -0.44 1.56 -0.64 -0.01
C 2.6639 -2.7336 -2.3249 1.30 -0.84 2.07 -0.44
O 2.5550 -2.4746 -1.1214 -0.50 0.07 -3.33 0.07
O 2.1687 -1.9585 -3.3888 -0.45 -1.03 1.40 -0.04
C 0.9276 -1.3233 -3.0006 -1.93 0.23 1.60 -0.19
C -0.0596 -1.0159 -4.1975 1.38 0.19 -0.94 -0.16
C -1.4511 -0.3549 -3.8350 -0.35 0.10 -0.44 -0.16
C -1.9694 -0.4482 -2.3436 -1.05 0.59 -0.31 -0.09
C -3.3550 -1.2666 -2.1573 0.80 -0.01 1.57 -0.24
C -4.6346 -0.5293 -2.7631 -1.37 1.53 -0.21 -0.35
F -4.6076 0.8624 -2.5329 0.24 -2.91 -0.32 0.10
F -5.8392 -0.9635 -2.1755 2.64 0.49 -1.56 0.11
F -4.7079 -0.6520 -4.1696 0.08 -0.19 2.94 0.08
O -3.5053 -1.1717 -0.6923 0.03 -1.43 1.06 -0.18
S -2.9222 -2.5330 0.0643 4.54 -2.68 3.45 0.81
O -3.2898 -2.7449 1.4997 -1.75 1.22 -4.42 -0.26
O -1.4405 -2.7842 0.0622 -3.28 1.96 -1.77 -0.27
O -3.4699 -3.6071 -1.0910 0.11 2.97 0.63 -0.19
C -3.2659 -2.8806 -2.3476 -0.16 -0.62 -2.21 -0.26
C -4.3256 -3.5895 -3.3042 0.48 -0.18 0.60 -0.13
P -3.8981 -5.4079 -3.6931 -2.13 -2.85 -0.16 0.62
O -5.1744 -6.2448 -3.6663 3.08 2.16 -0.34 -0.32
O -3.1707 -5.3991 -5.2359 -0.50 1.03 2.69 -0.18
O -2.7712 -6.0513 -2.6130 -0.87 1.38 -1.96 -0.17
H 2.7820 -4.7797 -3.2021 0.93 0.79 0.48 0.09
H 3.9668 -4.4468 -1.7837 -0.66 0.55 -1.22 0.10
H 4.2821 -3.6834 -3.4744 -1.32 -0.83 1.13 -0.02
H 1.1087 -0.3939 -2.3510 -0.06 -1.17 -1.12 0.14
H 0.3833 -2.0559 -2.2998 0.79 1.02 -0.87 0.12
H -0.2345 -1.9558 -4.8136 0.34 0.98 0.89 0.11
H 0.4908 -0.2901 -4.8973 -0.83 -1.08 0.87 0.13
H -2.2449 -0.8249 -4.5194 1.16 0.70 0.89 0.11
H -1.4205 0.7447 -4.1386 -0.04 -1.49 0.53 0.13
H -1.2683 -0.8735 -1.5680 -0.65 0.28 -1.12 0.11
H -2.2085 0.6187 -1.9961 0.25 -1.64 -0.34 0.14
H -2.2101 -3.0381 -2.7341 -1.11 -0.10 0.69 0.16
H -5.3171 -3.6505 -2.7332 1.35 0.08 -1.04 0.13
H -4.4597 -3.0959 -4.3161 0.14 -0.44 1.30 0.11
H -2.7446 -4.5175 -5.3109 -0.07 -0.73 -0.29 0.06
H -2.2267 -6.7494 -3.0323 -0.44 0.48 0.15 0.09
Cl -2.1998 0.3777 6.0287 0.00 0.25 0.00 0.52
C -3.7385 -0.0393 5.2334 -0.19 0.10 -0.17 -0.67
C -3.5358 -0.5386 3.8186 -0.10 -0.27 0.27 -0.66
Cl -2.9690 0.7495 2.7256 0.05 0.04 -0.14 0.56
H -4.3813 0.8422 5.2595 0.17 -0.01 -0.07 0.07
H -4.2031 -0.8161 5.8348 0.10 -0.04 -0.12 -0.01
H -4.4821 -0.9025 3.4155 0.06 0.07 0.04 0.08
H -2.8148 -1.3549 3.7814 -0.04 0.16 -0.01 0.03
Cl 0.5207 2.5601 -0.2074 -0.06 0.05 -0.05 0.53
C 0.4381 2.1802 1.5321 -0.01 -0.09 0.30 -0.64
C 0.1676 3.4097 2.3757 -0.14 -0.37 -0.10 -0.71
Cl 1.5426 4.5431 2.3799 0.16 0.10 -0.06 0.53
H 1.3735 1.6958 1.8159 -0.05 0.11 -0.11 0.07
H -0.3709 1.4589 1.6599 0.02 0.13 0.04 0.03
H -0.0033 3.1152 3.4122 0.05 -0.03 -0.10 0.06
H -0.7112 3.9482 2.0266 0.27 -0.01 -0.05 -0.03
Cl -1.4943 6.5967 1.5834 -0.03 -0.06 0.02 0.57
C -3.2188 6.3009 1.9268 -0.20 0.05 0.03 -0.65
C -3.4437 5.7628 3.3259 -0.09 0.24 -0.03 -0.64
Cl -2.8074 4.1115 3.5186 -0.25 0.05 0.14 0.58
H -3.6001 5.6162 1.1680 0.11 0.00 0.12 0.07
H -3.7324 7.2571 1.8114 0.05 -0.07 0.09 0.07
H -4.5134 5.7183 3.5371 0.07 -0.02 -0.10 0.07
H -2.9745 6.3962 4.0798 0.04 -0.08 -0.13 0.07
Cl 2.8642 5.2347 -3.2841 -0.04 -0.02 -0.04 0.53
C 3.6132 4.9815 -1.6864 0.11 0.00 0.28 -0.67
C 4.5259 3.7730 -1.6673 0.14 0.18 0.04 -0.66
Cl 3.6221 2.2472 -1.8237 0.08 -0.09 -0.09 0.52
H 2.8142 4.8918 -0.9488 0.05 -0.09 -0.12 0.05
H 4.1865 5.8823 -1.4599 0.02 -0.11 -0.05 0.07
H 5.0601 3.7295 -0.7168 -0.13 0.05 -0.02 0.04
H 5.2629 3.8144 -2.4704 -0.16 -0.01 0.01 0.07
Cl 5.6290 5.4569 1.6696 0.03 0.04 -0.05 0.55
C 5.5415 5.0718 3.4072 -0.09 -0.15 0.26 -0.66
C 5.2671 6.2982 4.2520 -0.18 -0.13 0.01 -0.67
Cl 6.6423 7.4300 4.2619 0.02 0.03 -0.03 0.54
H 6.4762 4.5882 3.6934 -0.04 0.15 -0.08 0.07
H 4.7327 4.3489 3.5298 -0.01 0.14 -0.02 0.06
H 5.0931 6.0014 5.2875 0.06 -0.05 -0.10 0.07
H 4.3870 6.8376 3.8997 0.14 -0.05 -0.05 0.07
Cl 6.3908 -3.8447 -4.4067 0.34 0.00 -0.18 0.60
C 7.6415 -2.5817 -4.5321 0.26 0.14 -0.07 -0.64
C 7.9986 -1.9967 -3.1817 0.13 -0.05 -0.04 -0.66
Cl 6.6655 -1.0394 -2.4914 -0.05 -0.04 0.00 0.55
H 7.2799 -1.8151 -5.2184 -0.06 -0.08 0.15 0.07
H 8.5206 -3.0503 -4.9781 -0.05 0.01 0.11 0.07
H 8.8523 -1.3249 -3.2846 -0.08 -0.04 -0.08 0.07
H 8.2626 -2.7759 -2.4656 -0.12 0.05 -0.09 0.07
Cl -4.4977 -2.8935 7.2140 -0.06 -0.04 0.11 0.59
C -3.5904 -4.3051 6.6190 0.17 -0.25 -0.13 -0.64
C -2.0937 -4.1468 6.7959 0.03 -0.15 0.05 -0.64
Cl -1.3923 -2.8960 5.7314 -0.12 -0.20 0.12 0.57
H -3.8564 -4.4622 5.5730 0.06 0.12 0.09 0.07
H -3.9406 -5.1652 7.1924 0.09 0.09 0.00 0.07
H -1.5952 -5.0842 6.5435 -0.12 0.04 -0.01 0.07
H -1.8400 -3.8918 7.8256 -0.07 0.07 -0.13 0.07
```
Forces are in eV/Å.

Results
LUMO level (eV): -0.2
Charge: 0
SMILES string: CC(=O)OCCCC[C@]1(C(F)(F)F)OS(=O)(=O)O[C@H]1CP(=O)(O)O.ClCCCl.ClCCCl.ClCCCl.ClCCCl.ClCCCl.ClCCCl.ClCCCl
Frontier orbital gap (eV): 9.91

---

no.,HOMO energy (hartree)
1,-0.283
2,-0.329
3,-0.297
4,-0.470
5,-0.115
6,-0.370